DFT (ωB97M-V/def2-TZVPD) results for a 10-piece molecular cluster, C83H174F9N7O8S2 overall in a non-equilibrium geometry.

Bonds (Å) are listed after each position.
Atoms and positions in Å:
1 C -13.62 7.95 8.18  C2 1.499, H13 1.090, H14 1.090, H15 1.090
2 C -14.14 9.33 8.46  C1 1.499, C3 1.538, H16 1.090, H17 1.090
3 C -13.17 10.43 8.01  C2 1.538, C4 1.535, H18 1.090, H19 1.090
4 C -13.68 11.88 8.06  C3 1.535, N5 1.626, H20 1.090, H21 1.090
5 N -12.45 12.95 8.01  C4 1.626, C6 1.595, C9 1.552, C10 1.591
6 C -11.53 12.58 6.76  N5 1.595, C7 1.511, H22 1.090, H23 1.090
7 C -12.20 13.10 5.51  C6 1.511, C8 1.574, H24 1.090, H25 1.090
8 C -13.01 14.34 6.05  C7 1.574, C9 1.549, H26 1.090, H27 1.090
9 C -13.02 14.33 7.59  N5 1.552, C8 1.549, H28 1.090, H29 1.090
10 C -11.66 12.94 9.38  N5 1.591, C11 1.613, H30 1.090, H31 1.090
11 C -12.46 13.53 10.65  C10 1.613, C12 1.504, H32 1.090, H33 1.090
12 C -11.95 13.15 12.01  C11 1.504, H34 1.090, H35 1.090, H36 1.090
13 H -13.64 7.66 7.13  C1 1.090
14 H -14.34 7.27 8.65  C1 1.090
15 H -12.64 7.65 8.55  C1 1.090
16 H -14.29 9.44 9.54  C2 1.090
17 H -15.08 9.53 7.94  C2 1.090
18 H -13.34 10.16 6.97  C3 1.090
19 H -12.16 10.35 8.40  C3 1.090
20 H -14.19 12.10 9.00  C4 1.090
21 H -14.32 12.16 7.23  C4 1.090
22 H -10.57 13.01 7.04  C6 1.090
23 H -11.46 11.50 6.61  C6 1.090
24 H -11.40 13.40 4.84  C7 1.090
25 H -12.72 12.23 5.11  C7 1.090
26 H -12.55 15.24 5.63  C8 1.090
27 H -14.07 14.30 5.79  C8 1.090
28 H -12.27 15.04 7.94  C9 1.090
29 H -14.01 14.47 8.04  C9 1.090
30 H -10.74 13.49 9.18  C10 1.090
31 H -11.35 11.91 9.56  C10 1.090
32 H -13.43 13.03 10.73  C11 1.090
33 H -12.77 14.57 10.59  C11 1.090
34 H -11.95 12.08 12.24  C12 1.090
35 H -12.39 13.67 12.86  C12 1.090
36 H -10.88 13.36 12.01  C12 1.090
37 C -3.40 14.85 5.97  C38 1.570, H49 1.090, H50 1.090, H51 1.090
38 C -4.69 15.71 5.79  C37 1.570, C39 1.487, H52 1.090, H53 1.090
39 C -5.95 14.92 5.72  C38 1.487, C40 1.560, H54 1.090, H55 1.090
40 C -5.89 13.76 4.68  C39 1.560, N41 1.583, H56 1.090, H57 1.090
41 N -7.25 13.01 4.38  C40 1.583, C42 1.509, C45 1.585, C46 1.601
42 C -7.08 11.68 3.70  N41 1.509, C43 1.589, H58 1.090, H59 1.090
43 C -6.83 12.09 2.18  C42 1.589, C44 1.545, H60 1.090, H61 1.090
44 C -7.76 13.29 1.94  C43 1.545, C45 1.539, H62 1.090, H63 1.090
45 C -8.08 13.87 3.33  N41 1.585, C44 1.539, H64 1.090, H65 1.090
46 C -8.06 12.78 5.75  N41 1.601, C47 1.513, H66 1.090, H67 1.090
47 C -7.41 11.93 6.82  C46 1.513, C48 1.472, H68 1.090, H69 1.090
48 C -8.41 11.83 7.89  C47 1.472, H70 1.090, H71 1.090, H72 1.090
49 H -3.38 14.25 6.88  C37 1.090
50 H -2.56 15.54 6.03  C37 1.090
51 H -3.28 14.08 5.21  C37 1.090
52 H -4.36 16.35 4.97  C38 1.090
53 H -4.72 16.42 6.62  C38 1.090
54 H -6.81 15.55 5.46  C39 1.090
55 H -6.28 14.52 6.68  C39 1.090
56 H -5.36 12.92 5.14  C40 1.090
57 H -5.55 13.87 3.65  C40 1.090
58 H -8.01 11.12 3.85  C42 1.090
59 H -6.29 11.08 4.14  C42 1.090
60 H -7.10 11.29 1.49  C43 1.090
61 H -5.76 12.32 2.22  C43 1.090
62 H -8.75 13.00 1.59  C44 1.090
63 H -7.42 14.12 1.32  C44 1.090
64 H -9.11 13.61 3.57  C45 1.090
65 H -7.95 14.92 3.59  C45 1.090
66 H -8.99 12.24 5.57  C46 1.090
67 H -8.19 13.78 6.17  C46 1.090
68 H -6.45 12.35 7.14  C47 1.090
69 H -7.17 10.91 6.51  C47 1.090
70 H -8.69 12.80 8.32  C48 1.090
71 H -8.11 11.21 8.73  C48 1.090
72 H -9.28 11.30 7.49  C48 1.090
73 C -7.70 10.65 -3.00  C74 1.592, H85 1.090, H86 1.090, H87 1.090
74 C -6.99 11.38 -4.21  C73 1.592, C75 1.471, H88 1.090, H89 1.090
75 C -7.82 11.48 -5.42  C74 1.471, C76 1.615, H90 1.090, H91 1.090
76 C -6.91 11.70 -6.74  C75 1.615, N77 1.556, H92 1.090, H93 1.090
77 N -7.73 11.96 -8.04  C76 1.556, C78 1.503, C81 1.599, C82 1.593
78 C -8.48 13.26 -7.90  N77 1.503, C79 1.556, H94 1.090, H95 1.090
79 C -8.79 13.64 -9.38  C78 1.556, C80 1.558, H96 1.090, H97 1.090
80 C -7.72 12.90 -10.25  C79 1.558, C81 1.535, H98 1.090, H99 1.090
81 C -6.72 12.35 -9.22  N77 1.599, C80 1.535, H100 1.090, H101 1.090
82 C -8.66 10.71 -8.34  N77 1.593, C83 1.520, H102 1.090, H103 1.090
83 C -8.00 9.39 -8.70  C82 1.520, C84 1.527, H104 1.090, H105 1.090
84 C -8.82 8.14 -8.38  C83 1.527, H106 1.090, H107 1.090, H108 1.090
85 H -7.59 11.15 -2.04  C73 1.090
86 H -7.18 9.69 -2.91  C73 1.090
87 H -8.73 10.28 -3.10  C73 1.090
88 H -6.05 10.83 -4.32  C74 1.090
89 H -6.77 12.42 -4.00  C74 1.090
90 H -8.48 12.30 -5.18  C75 1.090
91 H -8.44 10.58 -5.50  C75 1.090
92 H -6.15 10.92 -6.82  C76 1.090
93 H -6.36 12.63 -6.59  C76 1.090
94 H -9.32 13.17 -7.21  C78 1.090
95 H -7.82 14.03 -7.50  C78 1.090
96 H -9.74 13.13 -9.54  C79 1.090
97 H -8.99 14.68 -9.63  C79 1.090
98 H -8.33 12.16 -10.75  C80 1.090
99 H -7.29 13.52 -11.04  C80 1.090
100 H -6.24 11.47 -9.65  C81 1.090
101 H -6.01 13.06 -8.80  C81 1.090
102 H -9.37 11.01 -9.11  C82 1.090
103 H -9.15 10.53 -7.38  C82 1.090
104 H -7.09 9.40 -8.10  C83 1.090
105 H -7.73 9.35 -9.75  C83 1.090
106 H -9.23 8.26 -7.37  C84 1.090
107 H -8.26 7.21 -8.36  C84 1.090
108 H -9.64 8.02 -9.09  C84 1.090
109 C -4.78 11.29 -0.48  C110 1.557, H121 1.090, H122 1.090, H123 1.090
110 C -4.71 12.72 -1.10  C109 1.557, C111 1.579, H124 1.090, H125 1.090
111 C -3.28 13.37 -1.28  C110 1.579, C112 1.517, H126 1.090, H127 1.090
112 C -2.59 12.74 -2.47  C111 1.517, N113 1.576, H128 1.090, H129 1.090
113 N -2.30 13.83 -3.57  C112 1.576, C114 1.556, C117 1.535, C118 1.542
114 C -3.59 14.17 -4.38  N113 1.556, C115 1.527, H130 1.090, H131 1.090
115 C -3.41 13.68 -5.81  C114 1.527, C116 1.541, H132 1.090, H133 1.090
116 C -2.38 12.55 -5.65  C115 1.541, C117 1.507, H134 1.090, H135 1.090
117 C -1.43 13.10 -4.61  N113 1.535, C116 1.507, H136 1.090, H137 1.090
118 C -1.62 15.11 -3.07  N113 1.542, C119 1.590, H138 1.090, H139 1.090
119 C -0.43 14.81 -2.06  C118 1.590, C120 1.492, H140 1.090, H141 1.090
120 C 0.44 16.02 -1.99  C119 1.492, H142 1.090, H143 1.090, H144 1.090
121 H -5.78 10.97 -0.18  C109 1.090
122 H -4.27 11.12 0.47  C109 1.090
123 H -4.47 10.54 -1.20  C109 1.090
124 H -5.28 13.31 -0.39  C110 1.090
125 H -5.17 12.94 -2.06  C110 1.090
126 H -2.67 13.06 -0.43  C111 1.090
127 H -3.55 14.42 -1.32  C111 1.090
128 H -3.11 11.90 -2.92  C112 1.090
129 H -1.61 12.49 -2.04  C112 1.090
130 H -3.77 15.24 -4.54  C114 1.090
131 H -4.45 13.75 -3.85  C114 1.090
132 H -2.92 14.53 -6.30  C115 1.090
133 H -4.32 13.37 -6.32  C115 1.090
134 H -1.76 12.39 -6.53  C116 1.090
135 H -2.86 11.64 -5.31  C116 1.090
136 H -0.85 13.92 -5.04  C117 1.090
137 H -0.75 12.49 -4.03  C117 1.090
138 H -2.28 15.93 -2.77  C118 1.090
139 H -0.98 15.55 -3.84  C118 1.090
140 H 0.10 13.88 -2.25  C119 1.090
141 H -0.95 14.65 -1.11  C119 1.090
142 H -0.05 16.93 -1.61  C120 1.090
143 H 0.84 16.37 -2.94  C120 1.090
144 H 1.31 15.96 -1.33  C120 1.090
145 C -5.54 8.75 2.03  C146 1.504, H157 1.090, H158 1.090, H159 1.090
146 C -6.02 7.63 1.16  C145 1.504, C147 1.572, H160 1.090, H161 1.090
147 C -7.57 7.67 0.88  C146 1.572, C148 1.512, H162 1.090, H163 1.090
148 C -8.02 6.56 -0.04  C147 1.512, N149 1.618, H164 1.090, H165 1.090
149 N -9.59 6.29 0.21  C148 1.618, C150 1.540, C153 1.564, C154 1.587
150 C -10.07 5.04 -0.55  N149 1.540, C151 1.567, H166 1.090, H167 1.090
151 C -10.10 3.90 0.52  C150 1.567, C152 1.492, H168 1.090, H169 1.090
152 C -10.81 4.69 1.56  C151 1.492, C153 1.538, H170 1.090, H171 1.090
153 C -10.00 5.99 1.69  N149 1.564, C152 1.538, H172 1.090, H173 1.090
154 C -10.42 7.60 -0.14  N149 1.587, C155 1.602, H174 1.090, H175 1.090
155 C -10.32 8.08 -1.66  C154 1.602, C156 1.470, H176 1.090, H177 1.090
156 C -11.16 9.26 -1.92  C155 1.470, H178 1.090, H179 1.090, H180 1.090
157 H -4.74 8.37 2.66  C145 1.090
158 H -6.28 9.04 2.78  C145 1.090
159 H -5.18 9.68 1.59  C145 1.090
160 H -5.78 6.62 1.50  C146 1.090
161 H -5.40 7.86 0.29  C146 1.090
162 H -7.70 8.57 0.28  C147 1.090
163 H -8.25 7.97 1.67  C147 1.090
164 H -7.53 5.64 0.30  C148 1.090
165 H -7.77 6.75 -1.08  C148 1.090
166 H -11.08 5.20 -0.93  C150 1.090
167 H -9.41 4.75 -1.37  C150 1.090
168 H -10.69 3.10 0.08  C151 1.090
169 H -9.14 3.57 0.92  C151 1.090
170 H -11.87 4.86 1.36  C152 1.090
171 H -10.87 4.25 2.56  C152 1.090
172 H -10.54 6.84 2.11  C153 1.090
173 H -9.15 5.65 2.28  C153 1.090
174 H -10.11 8.37 0.56  C154 1.090
175 H -11.44 7.39 0.19  C154 1.090
176 H -10.65 7.24 -2.27  C155 1.090
177 H -9.28 8.36 -1.83  C155 1.090
178 H -10.60 10.10 -1.51  C156 1.090
179 H -12.14 9.24 -1.44  C156 1.090
180 H -11.10 9.35 -3.01  C156 1.090
181 C -11.05 17.31 -5.95  C182 1.472, H193 1.090, H194 1.090, H195 1.090
182 C -11.34 17.38 -4.50  C181 1.472, C183 1.536, H196 1.090, H197 1.090
183 C -11.65 16.01 -3.89  C182 1.536, C184 1.563, H198 1.090, H199 1.090
184 C -11.84 15.85 -2.34  C183 1.563, N185 1.557, H200 1.090, H201 1.090
185 N -12.21 14.44 -1.80  C184 1.557, C186 1.597, C189 1.486, C190 1.530
186 C -12.18 14.61 -0.22  N185 1.597, C187 1.473, H202 1.090, H203 1.090
187 C -10.92 13.97 0.18  C186 1.473, C188 1.514, H204 1.090, H205 1.090
188 C -10.89 12.76 -0.72  C187 1.514, C189 1.615, H206 1.090, H207 1.090
189 C -11.27 13.35 -2.17  N185 1.486, C188 1.615, H208 1.090, H209 1.090
190 C -13.69 14.12 -2.05  N185 1.530, C191 1.577, H210 1.090, H211 1.090
191 C -14.09 12.63 -1.71  C190 1.577, C192 1.428, H212 1.090, H213 1.090
192 C -15.48 12.56 -1.41  C191 1.428, H214 1.090, H215 1.090, H216 1.090
193 H -11.71 16.69 -6.56  C181 1.090
194 H -10.02 17.05 -6.18  C181 1.090
195 H -11.14 18.37 -6.14  C181 1.090
196 H -12.19 17.95 -4.13  C182 1.090
197 H -10.47 17.80 -3.99  C182 1.090
198 H -10.79 15.38 -4.11  C183 1.090
199 H -12.58 15.70 -4.36  C183 1.090
200 H -12.57 16.58 -2.00  C184 1.090
201 H -10.93 16.21 -1.86  C184 1.090
202 H -13.07 14.20 0.26  C186 1.090
203 H -12.34 15.66 0.01  C186 1.090
204 H -10.97 13.47 1.15  C187 1.090
205 H -10.03 14.60 0.07  C187 1.090
206 H -11.50 11.94 -0.33  C188 1.090
207 H -9.89 12.31 -0.74  C188 1.090
208 H -11.69 12.72 -2.96  C189 1.090
209 H -10.40 13.83 -2.60  C189 1.090
210 H -13.78 14.36 -3.11  C190 1.090
211 H -14.33 14.80 -1.50  C190 1.090
212 H -13.56 12.18 -0.86  C191 1.090
213 H -13.82 12.00 -2.56  C191 1.090
214 H -15.80 13.20 -0.59  C192 1.090
215 H -15.90 11.60 -1.12  C192 1.090
216 H -16.08 12.80 -2.29  C192 1.090
217 C -8.41 3.93 10.22  C218 1.559, H229 1.090, H230 1.090, H231 1.090
218 C -7.17 3.88 9.27  C217 1.559, C219 1.511, H232 1.090, H233 1.090
219 C -7.48 4.37 7.88  C218 1.511, C220 1.597, H234 1.090, H235 1.090
220 C -7.89 5.91 7.81  C219 1.597, N221 1.543, H236 1.090, H237 1.090
221 N -8.25 6.53 6.44  C220 1.543, C222 1.473, C225 1.560, C226 1.582
222 C -9.45 5.95 5.82  N221 1.473, C223 1.572, H238 1.090, H239 1.090
223 C -10.73 6.54 6.52  C222 1.572, C224 1.513, H240 1.090, H241 1.090
224 C -10.31 7.99 6.63  C223 1.513, C225 1.523, H242 1.090, H243 1.090
225 C -8.79 7.99 6.47  N221 1.560, C224 1.523, H244 1.090, H245 1.090
226 C -7.01 6.50 5.46  N221 1.582, C227 1.536, H246 1.090, H247 1.090
227 C -5.85 7.46 5.75  C226 1.536, C228 1.565, H248 1.090, H249 1.090
228 C -4.58 6.66 6.17  C227 1.565, H250 1.090, H251 1.090, H252 1.090
229 H -8.74 4.96 10.39  C217 1.090
230 H -8.25 3.47 11.19  C217 1.090
231 H -9.12 3.26 9.74  C217 1.090
232 H -6.94 2.82 9.38  C218 1.090
233 H -6.39 4.50 9.70  C218 1.090
234 H -8.23 3.75 7.39  C219 1.090
235 H -6.60 4.27 7.23  C219 1.090
236 H -7.11 6.47 8.33  C220 1.090
237 H -8.83 5.90 8.35  C220 1.090
238 H -9.53 6.36 4.81  C222 1.090
239 H -9.18 4.89 5.77  C222 1.090
240 H -11.49 6.26 5.79  C223 1.090
241 H -10.93 6.08 7.48  C223 1.090
242 H -10.83 8.54 5.84  C224 1.090
243 H -10.58 8.48 7.56  C224 1.090
244 H -8.45 8.56 5.61  C225 1.090
245 H -8.21 8.43 7.28  C225 1.090
246 H -7.43 6.69 4.47  C226 1.090
247 H -6.60 5.49 5.52  C226 1.090
248 H -6.13 8.14 6.56  C227 1.090
249 H -5.47 8.12 4.97  C227 1.090
250 H -4.86 5.92 6.93  C228 1.090
251 H -3.91 7.29 6.76  C228 1.090
252 H -4.08 6.28 5.28  C228 1.090
253 C -13.36 12.21 -6.42  O254 1.422, O255 1.389, C256 1.602, H267 1.090
254 O -13.47 11.61 -5.13  C253 1.422, C260 1.525
255 O -14.39 13.13 -6.54  C253 1.389
256 C -11.80 12.53 -6.55  C253 1.602, F257 1.313, F258 1.365, F259 1.335
257 F -10.99 11.52 -6.32  C256 1.313
258 F -11.50 13.01 -7.79  C256 1.365
259 F -11.43 13.42 -5.63  C256 1.335
260 C -14.65 10.74 -4.72  O254 1.525, C261 1.504, H265 1.090, H266 1.090
261 C -14.13 9.67 -3.80  C260 1.504, H262 1.090, H263 1.090, H264 1.090
262 H -13.48 8.92 -4.25  C261 1.090
263 H -13.61 9.93 -2.88  C261 1.090
264 H -15.08 9.21 -3.53  C261 1.090
265 H -15.16 10.30 -5.58  C260 1.090
266 H -15.47 11.25 -4.22  C260 1.090
267 H -13.43 11.35 -7.09  C253 1.090
268 C -12.61 10.12 2.74  F269 1.342, F270 1.323, F271 1.342, S272 1.974
269 F -13.22 9.66 3.83  C268 1.342
270 F -12.96 9.26 1.80  C268 1.323
271 F -13.12 11.33 2.45  C268 1.342
272 S -10.65 10.27 2.82  C268 1.974, O273 1.466, O274 1.435, O275 1.469
273 O -10.42 11.44 3.67  S272 1.466
274 O -10.17 9.00 3.30  S272 1.435
275 O -10.30 10.48 1.41  S272 1.469
276 C -17.01 13.31 4.87  F277 1.309, F278 1.315, F279 1.288, S280 2.006
277 F -18.19 13.18 4.31  C276 1.309
278 F -16.05 12.62 4.30  C276 1.315
279 F -16.78 14.57 4.80  C276 1.288
280 S -17.32 12.87 6.80  C276 2.006, O281 1.509, O282 1.490, O283 1.495
281 O -18.69 13.48 6.97  S280 1.509
282 O -17.39 11.38 6.93  S280 1.490
283 O -16.20 13.44 7.61  S280 1.495

Its HOMO energy is -11.6 eV. For the LUMO energy, the calculation gives -7.19 eV. The net charge is +4. The calculation puts the energy relative to the best compared isomer or geometry (same formula, charge and spin) at 16.42 kcal per mole.